# 1
Formula: C14H34N5O4
Source: OMol25
Level of theory: the ωB97M-V functional and the def2-TZVPD basis

HOMO-LUMO gap	8.23	eV
molar mass	336.46	g/mol
charge	+1
highest occupied orbital energy	-11.19	eV

Each line ends with the natural charge from an NBO analysis.
Element x y z (Å)
O: 4.9355 -1.8949 3.2285  -0.557
O: 3.0478 -2.9025 1.2152  -0.545
O: 0.6200 -0.2078 -4.2948  -0.548
O: -2.2702 -0.2866 -4.8035  -0.553
N: -0.5479 4.9778 0.9789  -0.612
N: -1.8891 2.2613 0.7188  -0.553
N: -0.0502 3.7039 1.1926  -0.049
N: 0.2641 1.5204 1.3691  -0.477
N: 1.2332 3.4861 1.5952  -0.339
C: -2.4403 0.8922 0.6343  -0.216
C: -2.2805 1.1275 -4.8613  -0.253
C: -0.6346 2.4852 1.0717  0.568
C: 4.2847 -2.6767 4.2161  -0.256
C: 5.3057 -2.6386 2.0760  -0.092
C: 4.3468 -2.4014 0.9320  -0.087
C: 0.3366 -0.0199 -2.9277  -0.251
C: -3.9544 0.9583 0.8333  -0.408
C: -0.0718 -1.3156 -4.8594  -0.091
C: 2.1468 -1.9047 1.6405  -0.253
C: -1.2855 -0.8744 -5.6446  -0.092
C: 1.3684 2.1626 1.6906  0.277
C: -4.5464 -0.2673 1.5133  -0.397
C: -3.8214 -0.6769 2.7936  -0.612
H: -0.9934 -0.1795 -6.4368  0.179
H: 4.7118 -2.9255 0.0442  0.194
H: 1.9171 4.2035 1.7768  0.461
H: -4.4135 1.0893 -0.1420  0.222
H: 0.7303 0.9541 -2.6341  0.177
H: -3.4085 0.2042 3.2800  0.193
H: 5.3625 -3.7055 2.3079  0.182
H: 3.4795 -3.2794 3.7894  0.178
H: -2.9718 -1.3090 2.5534  0.205
H: 0.6218 -1.8276 -5.5316  0.194
H: -5.5715 -0.0164 1.7711  0.218
H: -2.1539 0.4651 -0.3205  0.215
H: 2.2605 1.6445 1.9925  0.251
H: -4.4663 -1.2052 3.4775  0.232
H: -4.1879 1.8385 1.4290  0.198
H: -2.4848 3.0473 0.5351  0.410
H: 4.3018 -1.3327 0.6973  0.162
H: -1.1908 4.9693 0.2008  0.388
H: 1.8567 -1.2656 0.7959  0.157
H: -1.7384 -1.7512 -6.1155  0.193
H: -2.9095 1.4852 -4.0460  0.178
H: 4.9995 -3.3352 4.7193  0.177
H: -4.6257 -1.0936 0.8160  0.212
H: -0.3661 -2.0203 -4.0762  0.175
H: 0.8249 -0.7912 -2.3203  0.170
H: -1.9501 0.3197 1.4109  0.227
H: -1.2764 1.5440 -4.7462  0.175
H: 3.8630 -1.9953 4.9534  0.187
H: 1.2564 -2.4011 2.0232  0.195
H: 6.3030 -2.3042 1.7758  0.189
H: 2.5754 -1.2872 2.4364  0.169
H: -0.7408 -0.0387 -2.7340  0.171
H: -2.7081 1.4712 -5.8085  0.177
H: -1.0039 5.3209 1.8171  0.385

---

# 2
Formula: C14H34O5
Source: OMol25
Level of theory: the ωB97M-V functional and the def2-TZVPD basis

HOMO-LUMO gap	10.13	eV
molar mass	282.42	g/mol
charge	0
highest occupied orbital energy	-9.39	eV
SMILES	COCCCCCC[C@H]1CCCO1.CO.CO.CO

Each line ends with the natural charge from an NBO analysis.
Element x y z (Å)
O: -0.9832 3.0802 1.7389  -0.747
O: -2.0874 0.5973 3.2912  -0.743
O: 0.5240 -4.4910 -3.0668  -0.723
O: -2.9899 0.9275 -1.4082  -0.540
O: 1.3827 -0.7421 1.4921  -0.543
C: 2.1956 -1.7116 -0.5353  -0.404
C: 1.1363 -0.2236 -2.4315  -0.408
C: -3.0470 0.3560 -0.1216  -0.255
C: 2.6517 1.2640 1.6916  -0.441
C: -1.8646 4.0119 1.1284  -0.249
C: 1.5506 0.4000 2.3135  -0.070
C: 2.5478 -0.9387 0.7115  0.106
C: -1.6619 0.4192 4.6442  -0.249
C: 0.7194 1.2306 -2.1604  -0.393
C: -0.7359 -5.1175 -3.2805  -0.248
C: 3.1877 0.4348 0.5326  -0.423
C: -0.6223 1.4186 -1.4662  -0.426
C: 0.9455 -1.2692 -1.3133  -0.421
C: -1.7661 0.6321 -2.0673  -0.065
H: 0.5691 -2.1680 -1.7846  0.228
H: -0.6450 -6.0026 -3.9153  0.163
H: 3.0218 0.8798 -0.4361  0.207
H: 4.2628 0.3035 0.6151  0.209
H: -1.6804 -0.1010 2.7647  0.477
H: -0.9068 2.4671 -1.5203  0.210
H: -2.1146 1.2086 5.2379  0.185
H: 0.6109 -0.5588 -3.3203  0.203
H: 2.2304 2.2187 1.4020  0.224
H: 3.4407 1.4706 2.4073  0.207
H: -1.5162 2.4985 2.3059  0.486
H: -1.3688 -4.3919 -3.7844  0.185
H: 0.6578 1.7427 -3.1204  0.196
H: -1.9171 0.9271 -3.1009  0.182
H: -0.5754 0.4883 4.7360  0.169
H: 0.1939 -0.9712 -0.5918  0.212
H: -4.0540 0.4717 0.2599  0.192
H: 1.4766 1.7619 -1.6003  0.198
H: 1.7312 0.1444 3.3573  0.160
H: 1.0990 -5.1196 -2.6228  0.464
H: 2.0223 -2.7371 -0.2157  0.205
H: 0.6184 0.9489 2.2775  0.188
H: 3.2574 -1.5404 1.2907  0.155
H: -0.5300 1.1838 -0.4107  0.206
H: -2.6203 3.5014 0.5240  0.168
H: -2.7966 -0.7058 -0.1489  0.161
H: 2.1909 -0.2322 -2.7010  0.200
H: -2.3660 4.6379 1.8717  0.161
H: -1.5829 -0.4411 -2.0206  0.162
H: -1.9954 -0.5452 5.0321  0.169
H: -2.3768 0.8656 0.5675  0.166
H: 3.0648 -1.7348 -1.1882  0.202
H: -1.2117 -5.4016 -2.3382  0.162
H: -1.2734 4.6525 0.4780  0.179

---

# 3
Formula: C14H35ClN7O11
Source: OMol25
Level of theory: the ωB97M-V functional and the def2-TZVPD basis

HOMO-LUMO gap	8.55	eV
molar mass	512.92	g/mol
charge	-1
highest occupied orbital energy	-5.94	eV

Each line ends with the natural charge from an NBO analysis.
Element x y z (Å)
Cl: -0.1843 0.4162 0.0547  2.663
O: -1.3211 1.0571 0.6323  -0.883
O: 1.6267 4.9628 0.7610  -0.675
O: 4.6031 0.8023 1.8499  -0.653
O: -5.0846 -0.2274 0.4105  -0.685
O: 0.4132 1.2897 -0.8670  -0.842
O: -3.0193 0.5100 3.8127  -0.655
O: 0.8486 0.1281 1.0382  -0.896
O: -0.6231 -0.8322 -0.4548  -0.822
O: -1.4417 -3.3406 -2.4158  -0.681
O: 1.4695 -3.0327 -1.1177  -0.668
O: 0.9728 -0.0695 -3.2314  -0.726
N: 2.9818 0.7764 -2.9024  -0.829
N: -0.0071 3.4422 0.6738  -0.834
N: -0.4956 -3.4097 -0.3831  -0.778
N: -3.0541 0.5792 0.8672  -0.824
N: -2.2048 2.0123 2.4700  -0.809
N: -0.6215 -1.3374 -2.6793  -0.791
N: 3.0251 -0.5375 1.2286  -0.844
C: -0.7678 0.1850 3.1620  -0.736
C: -2.0865 -2.2452 -4.3270  -0.698
C: 1.0033 -2.6952 1.2077  -0.723
C: 2.8443 1.9088 0.6493  -0.723
C: -1.4032 -2.3282 -3.0234  0.677
C: 1.0395 4.0066 0.1279  0.672
C: 2.0793 -0.9915 -1.3756  -0.846
C: 0.7096 -3.0356 -0.2011  0.695
C: -3.9960 -1.2363 2.2854  -0.745
C: -2.0663 0.9455 3.1859  0.643
C: -4.0950 -0.2306 1.1551  0.665
C: 1.5646 3.4554 -1.1664  -0.701
C: 3.5012 0.7107 1.3810  0.674
C: 2.0124 -0.0905 -2.5621  0.721
H: -4.9122 -1.8040 2.4482  0.224
H: 0.2515 -2.9314 1.9608  0.220
H: 2.5516 1.7219 -0.3838  0.218
H: -3.1118 2.4540 2.5198  0.418
H: -1.0610 -0.7111 2.6152  0.226
H: 3.8108 0.7249 -2.3276  0.393
H: 1.8153 -2.0303 -1.5741  0.332
H: -3.9728 -0.7193 3.2447  0.289
H: -1.1550 -2.9792 0.2493  0.379
H: -0.1895 3.6704 1.6407  0.403
H: -0.5333 2.6728 0.2849  0.408
H: -0.3756 -0.5953 -3.3187  0.440
H: -1.9116 -3.1760 -4.8666  0.226
H: 1.8252 1.9825 1.0291  0.238
H: 2.0291 -0.6993 1.1853  0.396
H: -3.1650 -2.2221 -4.1706  0.228
H: 3.3562 2.8394 0.8940  0.250
H: 1.9560 -3.1358 1.5014  0.224
H: -0.6786 -3.6048 -1.3570  0.425
H: -1.8734 -1.4387 -5.0286  0.210
H: 2.8404 1.4820 -3.6111  0.407
H: 0.0218 -1.4142 -1.9045  0.426
H: 2.1692 2.5496 -1.1191  0.241
H: -1.5011 2.1559 1.7599  0.421
H: 1.6522 -0.6430 -0.4352  0.244
H: 1.0665 -1.6104 1.2943  0.234
H: -3.1162 1.1755 0.0544  0.396
H: 0.0552 0.5513 2.5483  0.253
H: 0.7300 3.3696 -1.8622  0.226
H: -2.3487 0.7729 1.5636  0.400
H: -0.3048 0.0250 4.1357  0.244
H: 3.1223 -0.8470 -1.0940  0.202
H: 3.6461 -1.2993 1.4612  0.389
H: -3.1587 -1.9214 2.1521  0.203
H: 2.2470 4.0863 -1.7360  0.223

---

# 4
Formula: C14H35NP2PtS2
Source: OMol25
Level of theory: the ωB97M-V functional and the def2-TZVPD basis

HOMO-LUMO gap (spin up / spin down)	7.04 / 7.01	eV
molar mass	538.60	g/mol
charge	+2
highest occupied orbital energy (spin up / spin down)	-12.07 / -14.98	eV
2S+1	3
energy relative to the best compared isomer or geometry (same formula, charge and spin)	0.0	kcal/mol

Each line ends with the Mulliken spin population.
Element x y z (Å)
Pt: -0.5643 0.0384 0.1137  0.792
S: -1.0387 2.3782 -0.2080  0.214
S: -0.7538 -2.3545 -0.1298  0.188
P: -1.2840 -0.0844 2.2718  0.282
P: 1.6093 0.6469 1.4699  0.244
N: -0.2800 -0.0228 -2.0494  0.089
C: -0.7670 -1.2712 -2.7070  -0.006
C: -1.0074 -1.7022 3.0855  0.006
C: -0.4724 2.4182 -1.9535  -0.003
C: -0.3216 1.0388 3.4013  0.010
C: -2.5491 -2.6690 -0.3293  0.015
C: 5.3924 0.2470 -0.4855  0.001
C: -3.0318 0.3359 2.5028  0.012
C: 2.9432 1.9065 1.2980  0.044
C: 2.6106 -0.8713 1.3446  0.035
C: 1.1776 0.7502 3.2903  0.018
C: 4.9818 0.2120 -1.7634  0.000
C: -2.8310 2.5613 -0.5466  0.022
C: -0.3135 -2.4735 -1.8957  -0.011
C: -0.8332 1.1701 -2.7430  0.001
H: 0.0453 -2.0123 3.0317  0.001
H: 4.9068 1.1239 -2.3614  0.000
H: 0.6219 2.5455 -1.9020  0.002
H: -0.4222 1.2221 -3.7681  0.001
H: 5.4653 -0.6588 0.1213  0.000
H: -1.2899 -1.5944 4.1368  0.003
H: 1.4749 -0.1782 3.8080  -0.001
H: 3.7813 1.6297 1.9635  0.016
H: 3.1387 -0.8083 0.3878  -0.006
H: 1.9675 -1.7546 1.3616  -0.003
H: -1.8596 -1.2134 -2.7698  0.008
H: -3.2654 1.6545 -0.9877  -0.003
H: -0.3686 -1.3228 -3.7377  0.004
H: -3.0683 -1.8630 -0.8674  -0.003
H: -3.6418 -0.4189 1.9919  -0.002
H: -3.3235 2.7886 0.4115  -0.002
H: 3.3330 -0.8774 2.1745  0.008
H: -3.2698 0.3233 3.5765  0.009
H: 0.7424 -0.0013 -2.1482  -0.007
H: -0.6790 0.8971 4.4338  0.002
H: 5.7400 1.1764 -0.0187  -0.001
H: -0.9353 3.3035 -2.3998  0.003
H: 1.7585 1.5775 3.7396  0.000
H: 3.3096 1.9098 0.2559  -0.003
H: 4.7543 -0.7322 -2.2678  0.000
H: -0.5429 2.0754 3.1061  0.003
H: -2.6516 -3.6207 -0.8743  0.007
H: 2.5813 2.9071 1.5654  -0.001
H: -1.9169 1.0319 -2.8139  0.002
H: 0.7820 -2.5691 -1.9300  0.002
H: -0.7812 -3.3921 -2.2630  0.005
H: -1.6266 -2.4841 2.6328  0.000
H: -2.9839 -2.7902 0.6762  -0.003
H: -2.9640 3.4242 -1.2199  0.010
H: -3.2585 1.3298 2.0858  -0.001